No. 1
# C4H8O2

C4H8O2 in the gas phase (ωB97M-V/def2-TZVPD, the OMol25 dataset).

* multiplicity: 1
* charge: 0
* E_HOMO: -9.60 eV
* frontier orbital gap: 10.311 eV
* SMILES: C[C@H](C=O)CO
* lowest unoccupied orbital energy: 0.710 eV

Structure (XYZ):
```
14
Properties=species:S:1:pos:R:3:mulliken_charge:R:1
C 1.463 0.598 0.404 -1.430
C 0.141 -0.159 0.434 0.522
C 0.254 -1.539 -0.185 -0.137
O 1.262 -1.971 -0.693 -0.493
C -0.961 0.619 -0.287 -0.661
O -2.160 -0.129 -0.216 -0.492
H 2.275 -0.022 0.792 0.344
H 1.403 1.512 1.003 0.411
H 1.729 0.874 -0.622 0.329
H -0.198 -0.309 1.470 0.259
H -0.674 -2.142 -0.152 0.372
H -1.076 1.607 0.185 0.323
H -0.651 0.782 -1.332 0.353
H -2.808 0.279 -0.802 0.301
```

No. 2
# C24H36LiO18

A molecular structure, C24H36LiO18 in a non-equilibrium geometry (ωB97M-V/def2-TZVPD, the OMol25 dataset).

* multiplicity: 1
* charge: +1
* E_HOMO: -11.94 eV
* frontier orbital gap: 10.576 eV
* lowest unoccupied orbital energy: -1.359 eV

Structure (XYZ):
```
79
Properties=species:S:1:pos:R:3:mulliken_charge:R:1
Li 36.589 -63.860 2.784 1.649
C 31.752 -61.972 -1.141 -1.308
C 32.668 -61.353 -0.033 0.183
C 32.171 -61.302 1.367 -0.654
O 33.315 -61.573 2.233 -0.186
C 34.126 -62.211 1.402 -0.166
O 34.997 -62.793 1.880 0.466
O 33.809 -62.250 0.068 -0.226
H 31.592 -63.086 -1.274 0.284
H 32.360 -61.506 -2.305 0.234
H 30.864 -61.528 -0.893 0.455
H 33.006 -60.498 -0.423 0.423
H 31.478 -62.013 1.590 0.428
H 31.603 -60.283 1.649 0.313
C 38.656 -65.963 8.003 -1.611
C 39.201 -64.945 6.929 0.816
C 40.548 -65.185 6.373 -0.630
O 40.364 -65.068 4.965 -0.290
C 39.038 -64.947 4.792 0.454
O 38.563 -65.058 3.607 -0.562
O 38.329 -64.932 5.807 -0.045
H 37.700 -65.918 8.314 0.458
H 39.165 -65.693 8.971 0.397
H 38.905 -67.094 7.842 0.307
H 38.831 -63.881 7.297 0.121
H 41.163 -66.057 6.718 0.295
H 41.140 -64.436 6.664 0.307
C 40.841 -61.310 5.864 -1.716
C 39.461 -60.553 5.879 0.108
C 39.338 -59.692 4.558 -0.675
O 38.399 -60.543 3.825 -0.279
C 37.875 -61.475 4.616 0.219
O 37.074 -62.276 4.123 -0.161
O 38.350 -61.392 5.837 -0.308
H 40.781 -62.029 6.540 0.410
H 41.542 -60.541 6.161 0.418
H 40.986 -61.723 4.961 0.565
H 39.163 -59.935 6.633 0.571
H 40.264 -59.671 4.100 0.336
H 38.861 -58.816 4.646 0.406
C 36.568 -60.108 -1.539 -1.104
C 37.715 -61.119 -1.507 0.424
C 38.968 -60.622 -0.813 -0.525
O 38.927 -61.456 0.386 -0.316
C 37.981 -62.349 0.335 0.532
O 37.845 -63.243 1.231 -0.550
O 37.191 -62.228 -0.723 -0.282
H 36.106 -59.995 -0.535 0.233
H 35.595 -60.349 -2.087 0.311
H 36.884 -58.962 -1.946 0.290
H 37.708 -61.510 -2.538 0.299
H 38.942 -59.612 -0.586 0.326
H 39.908 -60.766 -1.305 0.271
C 35.520 -70.097 1.391 -1.280
C 36.566 -68.980 1.480 0.362
C 37.201 -68.394 0.169 -0.477
O 37.108 -67.022 0.381 -0.251
C 36.306 -66.756 1.385 0.306
O 36.036 -65.604 1.747 -0.508
O 36.059 -67.841 2.091 -0.230
H 35.971 -71.021 1.129 0.423
H 34.720 -70.011 0.504 0.281
H 35.081 -70.127 2.448 0.289
H 37.496 -69.141 2.126 0.274
H 36.610 -68.799 -0.772 0.242
H 38.221 -68.637 -0.024 0.306
C 31.218 -62.739 5.336 -1.240
C 32.152 -63.738 6.002 0.409
C 32.113 -65.302 5.574 -0.447
O 33.392 -65.449 4.957 -0.269
C 34.066 -64.426 4.898 0.261
O 35.195 -64.255 4.444 -0.617
O 33.473 -63.333 5.486 -0.285
H 30.287 -63.078 5.624 0.512
H 31.337 -62.661 4.341 0.136
H 31.567 -61.679 5.675 0.297
H 31.852 -63.553 7.163 0.243
H 31.264 -65.391 4.698 0.253
H 31.930 -66.031 6.442 0.296
```

No. 3
# C2H6N2OS

C2H6N2OS in the gas phase in a non-equilibrium geometry (ωB97M-V/def2-TZVPD, the OMol25 dataset).

* multiplicity: 1
* charge: 0
* E_HOMO: -9.54 eV
* frontier orbital gap: 9.933 eV
* SMILES: CN(S)/C=N\O
* lowest unoccupied orbital energy: 0.398 eV

Structure (XYZ):
```
12
Properties=species:S:1:pos:R:3:mulliken_charge:R:1
C -1.408 -0.354 0.066 -0.766
N -0.090 0.108 -0.258 -0.158
S 0.115 1.064 -1.747 -0.153
C 0.778 0.227 0.859 -0.035
N 1.802 -0.436 1.031 -0.300
O 1.998 -1.540 0.227 -0.337
H -1.260 -1.236 0.710 0.310
H -1.942 -0.606 -0.883 0.239
H -1.955 0.544 0.597 0.279
H 0.035 2.484 -1.407 0.131
H 0.632 1.169 1.359 0.424
H 1.296 -1.424 -0.555 0.365
```

No. 4
# C2H4BrCl

C2H4BrCl in the gas phase in a non-equilibrium geometry (ωB97M-V/def2-TZVPD, the OMol25 dataset).

* multiplicity: 3
* ⟨S²⟩: 2.01
* charge: 0
* E_HOMO (spin up / spin down): -5.52 / -10.44 eV
* frontier orbital gap (spin up / spin down): 6.376 / 6.237 eV
* lowest unoccupied orbital energy (spin up / spin down): 0.861 / -4.208 eV

Structure (XYZ):
```
8
Properties=species:S:1:pos:R:3:mulliken_charge:R:1
C -0.390 0.589 -0.031 -0.450
C 0.400 -0.652 0.018 -0.806
Cl -2.097 -0.011 0.171 -0.212
Br 2.366 -0.029 0.178 0.027
H -0.515 1.098 -1.062 0.258
H -0.352 1.261 0.730 0.404
H 0.381 -1.095 -1.003 0.409
H 0.207 -1.161 0.999 0.368
```

No. 5
# C2H28BeFO14

A molecular structure, C2H28BeFO14 in a non-equilibrium geometry (ωB97M-V/def2-TZVPD, the OMol25 dataset).

* multiplicity: 1
* charge: -1
* E_HOMO: -5.98 eV
* frontier orbital gap: 8.325 eV
* lowest unoccupied orbital energy: 2.348 eV

Structure (XYZ):
```
46
Properties=species:S:1:pos:R:3:mulliken_charge:R:1
Be -10.891 4.828 20.608 -0.050
F -9.904 4.234 21.633 -0.469
O -10.824 6.425 20.638 -0.693
C -12.183 6.699 20.555 0.832
C -12.852 5.657 21.457 -0.673
O -12.364 4.413 20.886 -0.474
H -12.462 6.642 19.550 -0.769
H -12.397 7.707 20.939 0.868
H -13.925 5.585 21.381 0.444
H -12.462 5.532 22.487 0.236
O -8.056 6.595 22.398 -0.629
H -8.512 7.434 22.376 0.323
H -8.068 6.268 21.499 0.284
O -14.962 7.685 19.356 -0.702
H -14.671 7.475 20.198 0.292
H -14.854 6.888 18.847 0.468
O -14.725 5.183 18.131 -0.789
H -14.914 4.577 18.877 0.428
H -15.631 5.319 17.864 0.312
O -10.518 4.195 19.032 -0.256
H -10.855 4.632 18.231 0.379
H -10.795 3.305 18.901 0.266
O -10.182 8.558 22.502 -0.731
H -10.737 7.910 22.062 0.343
H -10.681 8.628 23.337 0.281
O -12.657 8.060 17.745 -0.669
H -12.409 7.677 18.576 0.048
H -13.430 8.534 18.029 0.337
O -12.259 5.045 17.147 -0.663
H -12.386 5.704 16.468 0.297
H -13.130 5.065 17.598 0.348
O -14.638 3.235 19.946 -0.870
H -14.016 2.768 19.381 0.337
H -14.086 3.857 20.440 0.374
O -12.540 2.204 22.581 -0.747
H -12.993 2.903 22.078 0.431
H -12.816 1.351 22.185 0.295
O -10.205 8.460 19.232 -0.740
H -10.392 7.632 19.743 0.477
H -9.454 8.172 18.710 0.274
O -11.890 10.345 20.507 -0.679
H -11.234 10.286 21.187 0.328
H -11.563 9.705 19.875 0.356
O -11.005 1.678 20.234 -0.514
H -11.586 1.701 20.975 0.234
H -10.594 0.847 20.066 0.221
```

No. 6
# C7H9Li2N2O7

A molecular structure, C7H9Li2N2O7 in a non-equilibrium geometry (ωB97M-V/def2-TZVPD, the OMol25 dataset).

* multiplicity: 1
* charge: -1
* E_HOMO: -3.49 eV
* frontier orbital gap: 5.315 eV
* lowest unoccupied orbital energy: 1.823 eV

Structure (XYZ):
```
27
Properties=species:S:1:pos:R:3:mulliken_charge:R:1
Li -0.261 -1.243 1.218 0.866
Li 2.313 -0.483 2.157 0.837
C 0.445 -1.108 -2.957 -0.744
C 1.301 -0.283 -3.732 0.343
C 2.099 0.818 -3.026 0.462
O 2.688 1.653 -3.687 -0.657
C 2.009 0.906 -1.595 -0.715
C 1.189 0.081 -0.862 0.626
C 0.306 -0.969 -1.575 0.697
O -0.386 -1.727 -0.838 -0.806
O 1.077 0.153 0.429 -1.085
O 1.425 -0.413 -4.941 -0.701
H -0.102 -1.927 -3.406 0.377
H 2.542 1.721 -1.115 0.348
O 1.076 -1.769 2.667 -1.189
H 1.406 -2.368 1.978 0.290
O -1.740 -2.719 1.995 -0.495
H -1.983 -3.448 1.418 0.273
H -1.867 -3.034 2.892 0.246
C -1.692 1.523 1.533 0.561
O -1.773 0.319 1.376 -0.563
N -2.748 2.219 2.095 -0.464
N -0.570 2.241 1.276 -0.272
H -2.851 3.215 2.091 0.154
H -3.535 1.645 2.329 0.227
H -0.592 3.230 1.442 0.122
H 0.224 1.768 0.841 0.263
```

No. 7
# C42H126O42

21 unconnected molecules or ions with the total composition C42H126O42 in a non-equilibrium geometry (ωB97M-V/def2-TZVPD, the OMol25 dataset).

* multiplicity: 1
* charge: 0
* E_HOMO: -9.47 eV
* frontier orbital gap: 9.746 eV
* lowest unoccupied orbital energy: 0.279 eV

Structure (XYZ):
```
210
Properties=species:S:1:pos:R:3:mulliken_charge:R:1
C 8.898 12.689 19.073 -0.587
C 9.349 11.735 17.877 -0.424
O 10.717 11.455 17.638 -0.338
O 8.809 14.067 18.716 -0.590
H 9.477 12.612 20.002 0.222
H 7.882 12.383 19.330 0.372
H 8.851 12.218 17.018 0.244
H 8.869 10.804 18.124 0.517
H 11.113 12.379 17.478 0.017
H 9.480 14.346 18.059 0.352
C 10.693 9.622 14.736 -0.549
C 12.133 9.657 15.077 0.531
O 13.017 8.989 14.103 -0.651
O 10.425 10.324 13.518 -0.492
H 10.081 10.023 15.567 0.033
H 10.290 8.649 14.664 0.566
H 12.228 9.141 16.003 0.565
H 12.435 10.712 15.199 -0.488
H 12.662 9.290 13.252 0.324
H 9.556 10.141 13.201 0.238
C 18.968 14.735 19.428 1.450
C 19.936 13.799 20.169 -0.822
O 21.035 13.211 19.481 -0.609
O 19.527 15.894 18.798 0.576
H 18.193 14.956 20.155 -0.132
H 18.426 14.134 18.718 -0.437
H 19.311 12.991 20.656 -0.035
H 20.356 14.307 21.058 0.434
H 21.631 14.010 19.242 0.434
H 18.874 16.590 18.867 -0.414
C 13.920 11.913 18.151 0.957
C 13.705 11.744 19.599 -0.232
O 14.723 10.865 20.139 -0.457
O 15.141 12.629 17.843 0.772
H 13.049 12.465 17.667 -0.948
H 13.971 10.923 17.685 0.296
H 12.673 11.323 19.665 0.303
H 13.657 12.730 20.163 -0.029
H 15.278 11.353 20.739 0.441
H 15.196 12.687 16.859 -0.645
C 16.580 18.258 19.749 0.695
C 15.464 18.020 20.841 -0.195
O 15.867 18.624 22.086 -0.669
O 17.806 17.692 20.267 -0.565
H 16.685 19.347 19.603 0.359
H 16.304 17.655 18.851 -0.616
H 15.409 16.939 21.066 -0.253
H 14.476 18.336 20.513 0.390
H 16.818 18.310 22.074 0.376
H 18.492 18.376 20.313 0.237
C 17.922 10.882 19.287 1.320
C 17.574 9.418 19.246 -1.043
O 18.681 8.672 19.623 -0.640
O 18.969 11.052 18.346 -0.160
H 18.194 11.161 20.366 -0.327
H 17.092 11.556 18.971 -0.478
H 17.299 9.251 18.253 0.433
H 16.675 9.196 19.797 0.528
H 18.827 8.066 18.867 0.426
H 19.607 11.703 18.603 -0.031
C 21.736 15.232 16.050 0.079
C 21.251 15.857 14.750 -0.450
O 20.318 16.927 14.868 -0.412
O 22.387 16.228 16.790 -0.633
H 22.400 14.485 15.612 0.449
H 20.893 14.831 16.608 -0.183
H 20.830 15.111 14.190 0.287
H 22.100 16.316 14.282 0.312
H 19.526 16.802 14.359 0.006
H 22.563 15.919 17.690 0.292
C 19.066 9.248 15.097 -0.484
C 20.102 8.410 15.848 -0.733
O 19.639 8.278 17.194 -0.574
O 18.919 10.588 15.486 -0.170
H 18.187 8.714 15.270 0.371
H 19.315 9.256 14.041 0.420
H 21.107 8.879 15.891 0.277
H 20.176 7.421 15.317 0.301
H 20.157 8.830 17.789 0.271
H 18.815 10.686 16.495 0.166
C 22.175 18.339 20.126 -0.566
C 22.524 16.917 20.651 -0.585
O 22.008 15.995 19.723 -0.597
O 20.753 18.359 20.063 -0.461
H 22.603 18.466 19.168 0.269
H 22.538 19.090 20.816 0.373
H 22.318 16.782 21.754 0.269
H 23.583 16.789 20.561 0.444
H 21.086 16.210 19.527 0.503
H 20.479 18.630 19.175 -0.018
C 15.578 14.243 22.049 0.077
C 16.590 13.221 22.634 -0.597
O 16.344 11.955 21.997 -0.568
O 14.282 14.060 22.583 -0.641
H 15.621 14.118 20.943 -0.180
H 15.863 15.240 22.315 0.540
H 16.421 13.174 23.712 0.248
H 17.634 13.480 22.474 0.270
H 17.058 11.363 22.155 0.121
H 14.182 13.112 22.717 0.413
C 15.486 15.743 16.804 1.362
C 16.368 15.191 15.709 0.268
O 15.689 15.106 14.442 0.951
O 16.102 15.520 18.053 1.300
H 14.481 15.299 16.896 -0.602
H 15.396 16.830 16.652 -0.716
H 16.638 14.222 15.961 1.140
H 17.257 15.946 15.592 -0.865
H 15.099 14.308 14.381 -0.653
H 16.031 14.550 18.237 -0.805
C 10.750 13.952 15.263 1.006
C 9.927 15.074 14.638 -1.180
O 10.666 16.307 14.580 -0.448
O 10.930 14.263 16.654 0.896
H 11.744 13.748 14.873 -0.601
H 10.227 12.991 15.129 0.189
H 9.130 15.210 15.400 0.427
H 9.482 14.852 13.649 0.369
H 10.562 16.799 15.445 0.234
H 11.282 15.161 16.624 -0.628
C 13.719 11.220 10.647 -0.176
C 12.856 12.382 11.016 -0.512
O 12.607 12.336 12.418 -0.404
O 13.198 9.963 11.061 -0.525
H 14.643 11.365 11.188 0.001
H 13.869 11.346 9.572 0.425
H 11.901 12.259 10.445 0.355
H 13.221 13.368 10.731 0.231
H 12.075 11.537 12.588 -0.018
H 13.847 9.261 10.910 0.343
C 11.636 16.444 19.867 -0.612
C 12.559 16.303 18.654 1.275
O 11.883 16.679 17.478 -0.591
O 11.498 17.835 20.084 -0.581
H 12.036 15.990 20.771 0.312
H 10.697 15.946 19.604 0.429
H 12.827 15.236 18.497 -0.756
H 13.469 16.918 18.640 -0.263
H 12.218 17.574 17.260 0.328
H 10.681 18.073 20.566 0.309
C 14.968 11.704 14.067 0.318
C 16.134 12.132 13.185 -1.303
O 17.239 12.638 13.916 -0.416
O 14.230 12.849 14.528 1.904
H 15.170 10.980 14.879 0.487
H 14.331 11.138 13.442 -0.378
H 15.801 12.883 12.475 0.204
H 16.301 11.201 12.513 0.426
H 17.694 11.944 14.396 -0.092
H 13.563 12.950 13.835 -1.151
C 13.395 17.384 12.497 -0.964
C 12.928 15.967 12.222 -0.444
O 14.043 15.112 11.919 -0.505
O 14.124 17.440 13.709 -0.130
H 12.441 17.956 12.579 0.547
H 14.058 17.637 11.620 0.033
H 12.227 16.034 11.420 0.688
H 12.424 15.602 13.183 0.004
H 14.823 15.625 11.983 0.122
H 14.650 16.593 13.888 -0.152
C 16.764 18.511 12.175 -1.112
C 17.245 18.884 13.517 -0.234
O 16.573 18.208 14.564 0.001
O 16.676 17.070 11.941 -0.498
H 17.404 18.985 11.389 0.443
H 15.759 18.885 12.056 0.347
H 17.232 20.040 13.498 0.294
H 18.344 18.693 13.700 0.113
H 15.615 18.185 14.354 0.137
H 17.047 16.532 12.627 0.129
C 18.266 14.201 10.740 -0.817
C 19.009 14.747 11.879 -0.484
O 18.263 15.105 13.010 1.174
O 17.122 14.901 10.345 -0.563
H 17.996 13.151 10.984 0.168
H 18.902 13.972 9.887 0.408
H 19.611 15.592 11.512 0.309
H 19.727 13.863 11.928 0.332
H 17.799 14.261 13.223 -0.653
H 17.122 15.700 10.849 0.543
C 19.659 20.840 17.751 -0.988
C 19.933 19.722 16.778 0.027
O 19.909 18.468 17.395 0.399
O 18.327 20.750 18.288 -0.458
H 19.815 21.813 17.260 0.323
H 20.313 20.699 18.590 0.571
H 20.972 19.911 16.310 0.347
H 19.186 19.773 15.963 -0.084
H 20.367 17.781 16.884 -0.139
H 17.709 20.525 17.593 0.266
C 20.018 10.238 24.791 -0.521
C 19.343 11.406 23.926 -0.402
O 18.781 10.852 22.756 -0.451
O 19.072 9.250 25.210 -0.517
H 20.510 10.674 25.642 0.364
H 20.673 9.821 24.061 0.357
H 20.119 12.182 23.699 0.259
H 18.538 11.931 24.496 0.264
H 19.445 10.307 22.352 0.205
H 18.518 9.032 24.493 0.325
C 14.959 20.470 17.242 0.224
C 13.591 20.295 16.641 -0.854
O 13.352 18.919 16.329 -0.177
O 16.043 20.367 16.292 -0.606
H 14.993 19.800 18.116 -0.276
H 15.033 21.466 17.635 0.543
H 13.498 20.936 15.714 0.206
H 12.897 20.610 17.414 0.448
H 13.389 18.644 15.386 0.037
H 16.152 19.510 15.914 0.403
```